Molecular formula: C7H28N14O7
Method: DFT, ωB97M-V/def2-TZVPD

The geometry in XYZ format:
```
56
Properties=species:S:1:pos:R:3:mulliken_charge:R:1
N -1.846 3.184 -2.194 -0.214
C -1.802 4.533 -1.956 0.552
N -2.982 5.206 -2.217 -0.462
O -0.862 5.085 -1.414 -0.581
H -1.058 2.570 -2.035 0.172
H -2.707 2.795 -2.534 0.177
H -3.635 4.786 -2.855 0.189
H -2.886 6.206 -2.210 0.262
N 3.338 3.852 -0.616 -0.265
C 2.765 4.283 -1.789 0.488
N 1.662 3.577 -2.174 -0.242
O 3.250 5.171 -2.472 -0.684
H 4.195 4.241 -0.279 0.192
H 2.841 3.176 -0.068 0.142
H 1.302 3.856 -3.065 0.185
H 1.190 2.990 -1.511 0.218
N -1.728 0.078 -0.121 -0.235
C -0.451 0.154 -0.573 0.507
N 0.344 -0.917 -0.215 -0.310
O 0.015 1.130 -1.157 -0.839
H -2.354 0.852 -0.235 0.202
H -1.980 -0.824 0.263 0.226
H -0.128 -1.693 0.226 0.143
H 1.124 -1.093 -0.824 0.256
N 1.609 -1.994 5.120 -0.395
C 1.415 -1.261 3.984 0.613
N 1.940 -1.806 2.838 -0.347
O 0.803 -0.201 3.957 -0.650
H 1.130 -1.788 5.975 0.241
H 1.993 -2.916 5.007 0.167
H 1.895 -1.221 2.026 0.188
H 2.727 -2.416 2.983 0.250
N -4.305 -2.544 1.726 -0.378
C -3.318 -3.202 1.061 0.540
N -3.390 -4.562 1.029 -0.419
O -2.269 -2.646 0.710 -0.724
H -4.170 -1.580 1.963 0.222
H -5.184 -3.013 1.845 0.186
H -2.557 -5.046 0.745 0.243
H -4.200 -5.057 1.349 0.161
N -1.969 -2.997 -2.227 -0.331
C -1.319 -4.047 -2.813 0.573
N -1.164 -3.946 -4.183 -0.443
O -0.896 -4.994 -2.173 -0.627
H -1.896 -2.888 -1.225 0.210
H -2.044 -2.117 -2.712 0.238
H -0.921 -4.810 -4.634 0.259
H -1.800 -3.311 -4.635 0.208
N 3.708 1.929 2.370 -0.385
C 4.278 0.746 1.948 0.647
N 3.516 0.034 1.049 -0.321
O 5.380 0.366 2.300 -0.652
H 3.943 2.211 3.306 0.251
H 2.755 2.079 2.084 0.166
H 2.698 0.496 0.691 0.058
H 4.005 -0.695 0.563 0.173
```

Results
Frontier orbital gap in eV: 8.819
Maximum force in eV/Å: 2.034
ΔE to the lowest compared entry with this formula, charge and spin in kcal per mole: 14.84
Highest occupied orbital energy in eV: -8.83
SMILES string: NC(N)=O.NC(N)=O.NC(N)=O.NC(N)=O.NC(N)=O.NC(N)=O.NC(N)=O

Molecular formula: C7H28N14O7
Method: DFT, ωB97M-V/def2-TZVPD

The geometry in XYZ format:
```
56
Properties=species:S:1:pos:R:3:mulliken_charge:R:1
N -0.939 0.446 -0.983 -0.377
C 0.039 0.014 -0.283 0.578
N 1.251 0.277 -0.776 -0.436
O -0.103 -0.537 0.771 -0.652
H -0.816 1.089 -1.752 0.196
H -1.819 0.463 -0.488 0.242
H 1.876 -0.280 -0.211 0.246
H 1.458 0.535 -1.730 0.204
N -5.873 -0.373 4.101 -0.342
C -5.927 -1.648 4.154 0.642
N -4.740 -2.202 4.020 -0.388
O -6.951 -2.283 4.119 -0.659
H -4.928 -0.018 4.128 0.149
H -6.664 0.210 3.870 0.220
H -3.904 -1.636 4.003 0.162
H -4.566 -3.164 4.274 0.218
N -6.758 3.675 -6.227 -0.375
C -7.398 3.537 -5.085 0.662
N -6.822 2.965 -4.065 -0.370
O -8.473 4.135 -4.939 -0.680
H -7.085 4.306 -6.945 0.213
H -6.024 3.016 -6.442 0.165
H -7.276 2.950 -3.163 0.219
H -5.958 2.475 -4.247 0.166
N -2.381 -0.577 -7.738 -0.377
C -1.645 0.513 -7.912 0.639
N -1.130 0.683 -9.094 -0.371
O -1.419 1.283 -6.935 -0.694
H -2.672 -1.090 -8.558 0.177
H -2.804 -0.767 -6.841 0.219
H -1.249 0.135 -9.934 0.177
H -0.616 1.536 -9.264 0.229
N 0.501 -0.111 7.154 -0.359
C -0.390 0.658 7.662 0.678
N -0.118 0.735 8.964 -0.401
O -1.318 1.135 7.048 -0.646
H 1.220 -0.483 7.758 0.138
H 0.563 -0.242 6.154 0.212
H -0.841 1.143 9.538 0.210
H 0.775 0.417 9.312 0.166
N 4.339 -5.855 0.268 -0.381
C 5.506 -5.353 0.174 0.665
N 6.316 -6.142 0.755 -0.335
O 5.770 -4.201 -0.065 -0.651
H 4.195 -6.854 0.308 0.180
H 3.603 -5.169 0.179 0.209
H 5.956 -7.085 0.795 0.123
H 7.286 -6.041 1.017 0.190
N 9.089 3.935 1.862 -0.395
C 9.067 2.706 1.443 0.665
N 7.855 2.243 1.515 -0.359
O 10.035 2.074 1.131 -0.635
H 8.230 4.397 2.125 0.173
H 10.038 4.226 2.048 0.226
H 7.523 1.333 1.229 0.199
H 7.114 2.868 1.796 0.125
```

Results
Frontier orbital gap in eV: 9.558
Maximum force in eV/Å: 7.841
ΔE to the lowest compared entry with this formula, charge and spin in kcal per mole: 129.29
Highest occupied orbital energy in eV: -9.41
SMILES string: NC(N)=O.NC(N)=O.NC(N)=O.NC(N)=O.NC(N)=O.NC(N)=O.NC(N)=O

Molecular formula: C7H28N6O7
Method: DFT, ωB97M-V/def2-TZVPD

The geometry in XYZ format:
```
48
Properties=species:S:1:pos:R:3:mulliken_charge:R:1
N -3.393 -2.590 -2.883 -0.471
C -2.194 -2.138 -2.778 0.545
N -1.410 -2.791 -3.586 -0.391
O -1.847 -0.988 -2.093 -0.973
H -4.037 -2.106 -2.278 0.267
H -3.746 -3.469 -3.367 0.222
H -0.437 -2.444 -3.692 0.277
H -1.794 -3.347 -4.350 0.196
N 1.584 0.602 -1.660 -0.297
C 1.122 1.051 -2.767 0.375
N 0.015 0.574 -3.220 -0.160
O 1.926 1.937 -3.537 -0.779
H 2.667 0.602 -1.556 0.300
H 0.977 0.098 -0.952 0.099
H -0.287 0.926 -4.205 0.255
H -0.699 0.036 -2.693 0.312
N 1.329 -1.368 3.407 -0.230
C 0.055 -1.540 3.572 0.412
N -0.767 -0.720 2.931 -0.210
O -0.334 -2.478 4.482 -0.759
H 2.020 -2.083 3.707 0.269
H 1.671 -0.698 2.687 0.197
H -1.757 -0.839 3.199 0.155
H -0.563 -0.336 2.043 0.180
C -1.482 1.299 0.400 -0.464
O -0.990 0.096 0.122 -0.141
H -1.399 1.971 -0.433 0.433
H -1.047 1.760 1.308 -0.115
H -2.509 1.167 0.755 0.236
H -1.302 -0.190 -0.765 0.333
C 2.501 3.700 -0.548 -0.756
O 1.614 2.868 0.196 -0.456
H 3.460 3.227 -0.622 0.298
H 2.642 4.612 -0.018 0.289
H 2.249 3.739 -1.602 0.274
H 1.440 2.140 -0.432 0.298
C 0.356 2.789 3.603 -0.641
O -0.317 1.704 4.238 -0.582
H 1.159 2.402 3.026 0.232
H 0.744 3.468 4.359 0.314
H -0.270 3.429 2.942 0.239
H -0.247 0.890 3.702 0.439
C 0.307 -2.610 0.124 -0.283
O 0.722 -3.266 -1.079 -0.536
H 0.734 -1.651 0.196 -0.105
H 0.762 -3.051 1.020 0.439
H -0.730 -2.599 0.118 0.195
H 1.479 -3.787 -1.012 0.272
```

Results
Frontier orbital gap in eV: 8.575
Maximum force in eV/Å: 10.003
ΔE to the lowest compared entry with this formula, charge and spin in kcal per mole: 103.15
Highest occupied orbital energy in eV: -8.85
SMILES string: NC(N)=O.NC(N)=O.NC(N)=O.CO.CO.CO.CO

Molecular formula: C7H28O7
Method: DFT, ωB97M-V/def2-TZVPD

The geometry in XYZ format:
```
42
Properties=species:S:1:pos:R:3:mulliken_charge:R:1
C -14.857 15.405 -16.661 -0.490
O -15.789 16.485 -16.669 -0.489
H -14.132 15.496 -15.853 0.264
H -15.364 14.468 -16.433 0.104
H -14.400 15.327 -17.648 0.308
H -15.353 17.177 -17.172 0.301
C -18.889 16.391 -13.114 -0.275
O -18.913 16.910 -11.868 -0.537
H -17.969 15.808 -13.079 0.161
H -19.775 15.786 -13.305 0.064
H -18.941 17.097 -13.943 0.247
H -18.009 17.196 -11.722 0.340
C -21.724 13.932 -15.425 -0.455
O -23.025 14.101 -14.878 -0.540
H -21.594 12.879 -15.675 0.326
H -21.406 14.542 -16.270 0.325
H -20.992 14.066 -14.628 0.044
H -23.028 13.569 -14.079 0.299
C -16.210 8.358 -14.001 -0.362
O -16.132 7.056 -14.672 -0.546
H -16.579 8.403 -12.977 0.152
H -15.285 8.933 -14.029 0.251
H -16.885 8.876 -14.683 0.188
H -16.624 6.393 -14.182 0.304
C -17.771 12.725 -14.549 -0.643
O -18.033 12.856 -13.206 -0.452
H -18.659 12.547 -15.155 0.140
H -17.186 13.564 -14.925 0.296
H -17.139 11.857 -14.742 0.350
H -17.187 12.789 -12.758 0.294
C -17.264 10.959 -10.151 -0.359
O -18.148 10.532 -9.107 -0.499
H -17.816 11.773 -10.622 0.075
H -16.274 11.287 -9.832 0.338
H -17.221 10.089 -10.806 0.149
H -17.460 10.223 -8.514 0.308
C -18.333 12.173 -18.165 -0.136
O -17.938 12.407 -19.474 -0.560
H -19.399 12.392 -18.225 0.217
H -18.196 11.135 -17.862 0.234
H -17.768 12.744 -17.428 -0.058
H -18.448 13.086 -19.921 0.318
```

Results
Frontier orbital gap in eV: 10.381
Maximum force in eV/Å: 3.088
ΔE to the lowest compared entry with this formula, charge and spin in kcal per mole: 124.80
Highest occupied orbital energy in eV: -10.02
SMILES string: CO.CO.CO.CO.CO.CO.CO

Molecular formula: C7H28O7
Method: DFT, ωB97M-V/def2-TZVPD

The geometry in XYZ format:
```
42
Properties=species:S:1:pos:R:3:mulliken_charge:R:1
C -1.695 1.577 1.890 -0.746
O -1.092 0.504 2.655 -0.783
H -1.466 2.508 2.409 0.294
H -1.351 1.673 0.861 0.215
H -2.778 1.456 1.913 0.341
H -1.492 -0.245 2.207 0.609
C 1.374 -0.231 1.836 -0.728
O 2.253 -0.114 0.751 -0.454
H 0.991 0.768 2.044 0.719
H 0.563 -0.936 1.654 -0.254
H 1.988 -0.431 2.714 0.345
H 2.888 0.553 1.024 0.209
C 2.966 2.495 -1.241 -0.108
O 3.246 1.832 -2.466 -0.540
H 1.889 2.418 -1.089 0.011
H 3.491 2.056 -0.393 0.047
H 3.140 3.569 -1.313 0.397
H 3.924 2.281 -2.976 0.285
C 1.796 -2.447 0.183 -0.211
O 1.816 -3.802 -0.215 -0.570
H 1.089 -1.905 -0.445 0.212
H 1.512 -2.357 1.232 0.277
H 2.740 -1.913 0.078 0.346
H 0.910 -4.078 -0.369 0.307
C -0.070 0.371 -0.519 -0.445
O 0.477 1.575 -0.014 -0.753
H 0.698 -0.392 -0.651 0.303
H -0.767 -0.132 0.152 -0.117
H -0.604 0.563 -1.449 0.256
H 1.117 1.343 0.664 0.340
C -2.657 0.685 -2.949 -0.160
O -3.435 -0.466 -2.863 -0.522
H -1.934 0.774 -2.139 -0.012
H -2.197 0.722 -3.937 0.304
H -3.340 1.527 -2.833 0.280
H -3.885 -0.616 -3.697 0.305
C -1.781 -2.098 1.191 -0.790
O -2.266 -0.792 1.467 -0.442
H -2.467 -2.909 1.437 0.452
H -1.515 -2.155 0.136 0.262
H -0.861 -2.359 1.713 0.238
H -3.216 -0.869 1.348 0.279
```

Results
Frontier orbital gap in eV: 9.299
Maximum force in eV/Å: 6.693
ΔE to the lowest compared entry with this formula, charge and spin in kcal per mole: 175.53
Highest occupied orbital energy in eV: -8.92

Q: Which formula does entry 1 have?
A: C7H28N14O7

Q: Number 5 is which compound?
A: C7H28O7